(1)
{
  "formula": "C4H14NO2",
  "method": "wB97M-V/def2-TZVPD",
  "species": ["O", "C", "C", "N", "C", "C", "H", "H", "H", "H", "H", "H", "H", "H", "H", "H", "H", "H", "H", "H", "O"],
  "xyz": [[2.309, -1.107, 0.918], [1.003, -1.438, 0.809], [0.048, -0.278, 0.561], [0.735, 0.969, 0.168], [1.009, 1.170, -1.386], [-0.178, 1.865, -2.015], [2.847, -1.798, 1.386], [0.716, -2.094, 1.660], [1.001, -2.184, -0.064], [-0.497, -0.111, 1.506], [-0.740, -0.539, -0.148], [0.192, 1.806, 0.389], [1.647, 1.091, 0.609], [1.213, 0.200, -1.827], [1.858, 1.844, -1.355], [0.036, 1.945, -3.085], [-0.311, 2.858, -1.593], [-1.134, 1.351, -1.903], [-3.980, -2.633, 1.848], [-4.229, -1.142, 1.645], [-3.543, -1.776, 1.874]],
  "lowdin_spin": [0.546, 0.196, 0.042, 0.004, 0.003, 0.000, 0.002, 0.050, 0.132, 0.020, 0.004, 0.001, 0.000, 0.000, 0.000, 0.000, 0.000, 0.000, 0.000, 0.000, 0.000],
  "s2": 0.754,
  "gap_ha": [0.3385, 0.0963],
  "e_above_lowest_kcal_mol": 36.0,
  "spin_multiplicity": 2,
  "total_charge": 2,
  "homo_energy_ev": [-17.055, -17.055]
}



(2)
{
  "formula": "C4H14NO2S",
  "method": "wB97M-V/def2-TZVPD",
  "species": ["C", "O", "C", "C", "C", "S", "N", "H", "H", "H", "H", "H", "H", "H", "H", "H", "H", "H", "H", "H", "H", "O"],
  "xyz": [[-1.655, -0.422, 0.761], [-2.791, 0.130, 0.172], [-0.484, 0.058, -0.098], [-0.196, -0.817, -1.293], [0.545, -0.159, -2.446], [2.312, 0.216, -2.448], [0.769, 0.147, 0.816], [-1.708, -1.536, 0.634], [-1.451, -0.117, 1.803], [-3.562, -0.136, 0.689], [-0.658, 1.077, -0.480], [-1.145, -1.227, -1.665], [0.262, -1.742, -0.902], [0.016, 0.775, -2.707], [0.436, -0.758, -3.364], [2.394, 0.230, -3.802], [1.520, 0.511, 0.240], [0.636, 0.657, 1.693], [1.044, -0.818, 1.065], [1.032, 2.106, 3.682], [1.355, 0.609, 4.193], [1.328, 1.216, 3.457]],
  "lowdin_spin": [0.000, 0.000, 0.001, 0.008, 0.104, 0.806, 0.000, 0.000, 0.000, 0.000, 0.000, 0.000, 0.001, 0.039, 0.017, 0.024, 0.000, 0.000, 0.000, 0.000, 0.000, 0.000],
  "s2": 0.753,
  "gap_ha": [0.3551, 0.1819],
  "e_above_lowest_kcal_mol": 19.0,
  "spin_multiplicity": 2,
  "total_charge": 2,
  "homo_energy_ev": [-17.667, -17.666]
}



(3)
{
  "formula": "C4H14NO3",
  "method": "wB97M-V/def2-TZVPD",
  "species": ["C", "O", "C", "C", "C", "N", "H", "H", "H", "H", "H", "H", "H", "H", "H", "H", "H", "H", "O", "H", "H", "O"],
  "xyz": [[-0.264, -0.671, 0.285], [0.554, -0.904, -0.772], [-1.269, 0.320, -0.351], [-1.914, 1.371, 0.593], [-0.939, 2.428, 1.007], [-2.497, -0.458, -0.874], [0.380, -0.313, 1.218], [-0.734, -1.550, 0.626], [-0.653, 0.793, -1.152], [-2.227, 0.626, 1.363], [-2.897, 1.809, 0.127], [-0.006, 2.262, 0.538], [-1.201, 3.413, 0.631], [-0.729, 2.407, 2.033], [-2.677, -1.313, -0.357], [-2.272, -0.742, -1.833], [3.110, -0.440, 0.417], [1.805, -0.743, -0.559], [2.994, -0.406, -0.446], [4.089, -3.193, -0.487], [3.436, -1.957, -0.807], [3.908, -2.739, -1.202]],
  "lowdin_charge": [-0.375, -0.258, -0.367, -0.260, -0.128, 0.007, 0.132, 0.065, 0.141, 0.103, 0.119, 0.056, 0.066, 0.046, 0.043, 0.056, -0.114, 0.046, -0.210, -0.092, -0.016, -0.059],
  "gap_ha": 0.2991,
  "e_above_lowest_kcal_mol": 50.7,
  "total_charge": -1,
  "homo_energy_ev": -4.208
}



(4)
{
  "formula": "C4H14NO3",
  "method": "wB97M-V/def2-TZVPD",
  "species": ["C", "N", "C", "C", "C", "O", "H", "H", "H", "H", "H", "H", "H", "H", "H", "H", "H", "H", "O", "H", "H", "O"],
  "xyz": [[1.244, -0.444, -2.320], [1.361, -0.151, -0.878], [0.809, -1.214, -0.065], [0.574, 1.141, -0.616], [0.670, 1.818, 0.777], [-0.321, 1.461, 1.684], [0.198, -0.294, -2.661], [1.185, -1.474, -2.560], [1.977, 0.156, -2.945], [1.408, -2.159, -0.073], [-0.216, -1.500, -0.160], [0.916, -0.879, 1.046], [0.880, 1.830, -1.410], [-0.532, 0.808, -0.454], [0.727, 2.903, 0.852], [1.580, 1.389, 1.199], [-3.116, -1.284, 0.823], [-2.844, 0.162, 0.754], [-3.205, -0.549, 0.226], [-0.758, 0.138, 1.864], [-1.153, -1.084, 2.894], [-1.385, -0.774, 2.025]],
  "lowdin_charge": [-0.152, -0.260, -0.155, -0.173, -0.410, -0.337, 0.075, 0.043, 0.089, 0.077, 0.057, 0.102, 0.095, 0.135, 0.082, 0.077, -0.005, 0.002, -0.101, 0.002, -0.013, -0.230],
  "gap_ha": 0.2750,
  "e_above_lowest_kcal_mol": 56.1,
  "total_charge": -1,
  "homo_energy_ev": -3.599
}



(5)
{
  "formula": "C4H14NO3",
  "method": "wB97M-V/def2-TZVPD",
  "species": ["C", "O", "C", "C", "C", "N", "H", "H", "H", "H", "H", "H", "H", "H", "H", "H", "H", "H", "O", "H", "H", "O"],
  "xyz": [[1.113, -1.124, 0.417], [0.854, 0.132, 0.916], [-0.306, -1.576, -0.380], [-0.426, -0.676, -1.609], [-1.445, 0.563, -1.556], [-1.864, 0.951, -0.241], [1.665, -1.034, -0.504], [1.349, -1.872, 1.196], [-0.151, -2.623, -0.619], [-1.117, -1.358, 0.321], [0.596, -0.336, -1.807], [-0.699, -1.319, -2.435], [-2.144, 0.404, -2.371], [-0.732, 1.311, -1.862], [-1.110, 0.931, 0.442], [-2.547, 0.344, 0.201], [0.417, 0.314, 2.236], [0.618, 0.933, 3.551], [-0.085, 0.383, 3.199], [2.680, 1.942, 0.654], [1.293, 1.530, 0.261], [2.038, 2.181, -0.007]],
  "lowdin_charge": [-0.298, -0.352, -0.183, -0.216, -0.271, -0.015, 0.069, 0.098, 0.073, 0.082, 0.082, 0.073, 0.087, 0.084, 0.050, 0.055, -0.019, -0.027, -0.213, -0.011, 0.005, -0.153],
  "gap_ha": 0.2989,
  "e_above_lowest_kcal_mol": 33.5,
  "total_charge": -1,
  "homo_energy_ev": -4.057
}



(6)
{
  "formula": "C4H14NO3",
  "method": "wB97M-V/def2-TZVPD",
  "species": ["C", "C", "C", "C", "O", "N", "H", "H", "H", "H", "H", "H", "H", "H", "H", "H", "H", "H", "O", "H", "H", "O"],
  "xyz": [[1.049, 1.193, 1.760], [0.268, 0.383, 0.787], [-1.043, 1.121, 0.373], [-0.688, 1.906, -0.884], [-0.085, 1.460, -1.806], [-0.126, -1.034, 1.350], [1.958, 1.666, 1.386], [1.430, 0.694, 2.658], [0.547, 2.044, 2.262], [0.729, 0.210, -0.216], [-1.349, 1.730, 1.300], [-1.802, 0.328, 0.364], [-0.895, 3.015, -0.697], [-1.072, -1.349, 0.971], [-0.077, -1.001, 2.365], [0.635, -1.689, 1.079], [2.580, -2.260, -0.701], [1.158, -2.625, -0.904], [1.712, -2.060, -0.325], [-2.096, -1.853, -0.945], [-1.327, -0.761, -1.712], [-1.323, -1.704, -1.504]],
  "lowdin_charge": [-0.045, -0.318, -0.112, -0.240, 0.100, 0.203, 0.102, 0.092, 0.100, 0.130, 0.145, 0.101, 0.153, 0.162, 0.154, 0.114, 0.082, 0.077, -0.050, 0.048, 0.031, -0.028],
  "gap_ha": 0.3944,
  "e_above_lowest_kcal_mol": 35.5,
  "total_charge": 1,
  "homo_energy_ev": -14.132
}



(7)
{
  "formula": "C4H14NO3",
  "method": "wB97M-V/def2-TZVPD",
  "species": ["C", "C", "C", "C", "O", "N", "H", "H", "H", "H", "H", "H", "H", "H", "H", "H", "H", "H", "O", "H", "H", "O"],
  "xyz": [[0.939, 1.877, -1.887], [0.304, 1.294, -0.636], [1.252, 1.500, 0.552], [0.832, 0.853, 1.856], [0.039, -0.060, 1.906], [-0.002, -0.168, -0.782], [2.008, 1.664, -1.931], [0.876, 2.963, -1.748], [0.475, 1.592, -2.835], [-0.625, 1.810, -0.424], [1.383, 2.565, 0.755], [2.237, 1.105, 0.275], [1.303, 1.252, 2.767], [0.772, -0.609, -1.279], [-0.916, -0.302, -1.226], [0.013, -0.662, 0.121], [-3.628, -1.233, -1.095], [-2.714, -2.059, -0.242], [-2.689, -1.438, -0.988], [-0.059, -2.569, 1.501], [0.591, -3.540, 0.476], [0.055, -2.746, 0.560]],
  "lowdin_charge": [-0.037, -0.336, -0.100, -0.181, 0.045, 0.215, 0.091, 0.103, 0.097, 0.158, 0.139, 0.140, 0.139, 0.173, 0.135, 0.084, 0.062, 0.056, -0.053, 0.049, 0.063, -0.042],
  "gap_ha": 0.4168,
  "e_above_lowest_kcal_mol": 0.0,
  "total_charge": 1,
  "homo_energy_ev": -14.312
}



(8)
{
  "formula": "C4H14NO3",
  "method": "wB97M-V/def2-TZVPD",
  "species": ["O", "C", "C", "N", "C", "C", "H", "H", "H", "H", "H", "H", "H", "H", "H", "H", "H", "H", "O", "H", "H", "O"],
  "xyz": [[-2.136, -2.056, -0.112], [-1.949, -1.058, -0.738], [-0.597, -0.248, -0.725], [0.502, -0.754, 0.111], [0.135, -1.210, 1.579], [0.115, -0.007, 2.463], [-2.590, -0.684, -1.558], [-0.394, -0.476, -1.776], [-0.725, 0.823, -0.632], [1.204, -0.021, 0.147], [0.948, -1.546, -0.316], [0.964, -1.876, 1.817], [-0.757, -1.791, 1.410], [-0.495, 0.810, 2.080], [1.066, 0.362, 2.838], [-0.388, -0.347, 3.377], [0.381, 3.959, -0.295], [1.020, 3.061, -1.346], [0.953, 3.184, -0.412], [2.483, 1.518, -1.419], [2.195, 0.719, -2.627], [1.880, 0.825, -1.705]],
  "lowdin_charge": [0.086, -0.186, -0.100, 0.058, -0.116, -0.063, 0.139, 0.130, 0.124, 0.136, 0.169, 0.133, 0.098, 0.088, 0.091, 0.100, 0.063, 0.007, -0.053, 0.056, 0.091, -0.051],
  "gap_ha": 0.4076,
  "e_above_lowest_kcal_mol": 29.4,
  "total_charge": 1,
  "homo_energy_ev": -14.167
}



(9)
{
  "formula": "C4H14NO3",
  "method": "wB97M-V/def2-TZVPD",
  "species": ["C", "O", "C", "C", "C", "O", "N", "H", "H", "H", "H", "H", "H", "H", "H", "H", "H", "H", "H", "H", "H", "O"],
  "xyz": [[0.251, -0.862, 1.712], [1.527, -0.319, 1.926], [-0.338, -0.117, 0.529], [-0.031, -0.820, -0.931], [1.488, -1.179, -1.040], [-0.176, 0.316, -1.717], [0.221, 1.266, 0.596], [0.328, -1.935, 1.514], [-0.426, -0.698, 2.562], [1.971, -0.799, 2.640], [-1.417, -0.031, 0.625], [-0.699, -1.624, -1.232], [2.027, -1.133, -0.096], [2.006, -0.408, -1.611], [1.575, -2.167, -1.487], [-1.124, 0.545, -1.925], [-0.227, 1.920, -0.047], [1.232, 1.269, 0.405], [0.247, 1.566, 1.582], [-3.230, 0.765, -1.178], [-2.814, 2.207, -0.695], [-2.487, 1.359, -1.015]],
  "lowdin_spin": [0.044, 0.029, 0.172, 0.123, 0.047, 0.500, 0.004, 0.007, 0.026, 0.000, 0.008, 0.010, 0.000, 0.001, 0.016, 0.003, 0.000, 0.001, 0.001, 0.000, 0.000, 0.009],
  "s2": 0.755,
  "gap_ha": [0.4574, 0.2210],
  "e_above_lowest_kcal_mol": 22.0,
  "spin_multiplicity": 2,
  "total_charge": 2,
  "homo_energy_ev": [-19.580, -19.455]
}



(10)
{
  "formula": "C4H14NOS",
  "method": "wB97M-V/def2-TZVPD",
  "species": ["C", "C", "C", "S", "C", "N", "H", "H", "H", "H", "H", "H", "H", "H", "H", "H", "H", "H", "H", "H", "O"],
  "xyz": [[-1.646, 0.039, 0.814], [-1.985, 0.007, -0.669], [-0.790, 0.100, -1.666], [0.787, 0.528, -0.856], [1.797, 0.848, -2.326], [-0.719, -1.102, 1.212], [-1.150, 0.978, 1.038], [-2.582, -0.073, 1.356], [-2.668, 0.847, -0.813], [-2.590, -0.853, -0.964], [-0.954, 0.923, -2.358], [-0.742, -0.858, -2.179], [2.802, 1.100, -2.010], [1.362, 1.688, -2.870], [1.761, -0.005, -3.001], [-1.281, -1.856, 1.607], [-0.155, -1.418, 0.420], [-0.097, -0.781, 1.961], [0.628, -0.165, 4.064], [1.767, -1.174, 4.134], [1.248, -0.653, 3.510]],
  "lowdin_charge": [-0.178, -0.229, -0.454, 0.820, -0.372, 0.175, 0.111, 0.132, 0.123, 0.118, 0.079, 0.083, 0.041, 0.044, 0.045, 0.170, 0.111, 0.105, 0.055, 0.065, -0.046],
  "gap_ha": 0.3378,
  "e_above_lowest_kcal_mol": 11.6,
  "total_charge": 1,
  "homo_energy_ev": -12.322
}